1:
Here is 2 unconnected molecules or ions with the total composition C3H6S2 from the OMol25 dataset. Energies are from ωB97M-V/def2-TZVPD.

As for the spin multiplicity: 1. Its charge is 0. The HOMO-LUMO gap is 0.3226 hartree.

Last column: Löwdin charge in e.
Atoms and positions in Å:
S (3.04748, 0.69101, -0.13341)  0.202
S (2.53827, -1.05668, -0.58921)  -0.022
C (-0.33340, 1.38921, 0.05258)  0.022
C (-0.75586, 0.31632, -0.33156)  -0.226
C (-1.25395, -1.01633, -0.64091)  -0.129
H (-0.90044, -1.78763, 0.12614)  0.104
H (1.83378, 1.30888, 0.33036)  -0.127
H (-1.09322, -1.44387, -1.58556)  0.052
H (3.35107, 0.81614, 1.31135)  -0.039
H (0.12350, 2.37819, 0.42502)  0.071
H (-2.33549, -0.96257, -0.34437)  0.091


2:
Here is a molecular structure, C3H6S2 from the OMol25 dataset. Energies are from ωB97M-V/def2-TZVPD.

As for the spin multiplicity: 1. Its charge is 0. The HOMO-LUMO gap is 0.3381 hartree.

Last column: Löwdin charge in e.
Atoms and positions in Å:
S (-2.17011, 0.02923, -0.45108)  0.639
S (1.97610, -0.12663, -0.52249)  0.728
C (0.34791, -1.15276, 0.13253)  -0.374
C (-0.31673, 0.00921, -0.53888)  -0.964
C (0.73965, 1.10390, 0.16697)  -0.504
H (-2.22443, -0.56711, 0.85157)  -0.099
H (0.32258, 0.39211, -1.63300)  0.118
H (0.72684, 1.24730, 1.44181)  0.141
H (0.09199, -0.87621, 1.33191)  0.144
H (0.17738, -2.11961, -0.37290)  0.074
H (0.32882, 2.06057, -0.40643)  0.098


Energy ordering: 1 at the bottom, the next structure 81.5 kJ/mol above.


1:
Here is a molecular structure, C2H4N2S from the OMol25 dataset. Energies are from ωB97M-V/def2-TZVPD.

As for the spin multiplicity: 1. Its charge is 0. The HOMO-LUMO gap (spin up / spin down) is 0.2896 / 0.2895 hartree.

Last column: Löwdin charge in e.
Atoms and positions in Å:
S (1.55720, -1.51603, 0.38153)  0.608
N (1.70251, 2.08127, 0.23609)  0.159
N (0.34127, 0.14686, -0.43169)  -0.259
C (1.01637, 1.20924, -0.03987)  -0.484
C (-1.01622, 0.12202, -0.05264)  -0.185
H (-1.11630, -0.24974, 1.02313)  0.096
H (0.53807, -2.31634, -0.18426)  -0.152
H (-1.31528, 1.16491, -0.30923)  0.105
H (-1.70762, -0.64219, -0.62306)  0.111


2:
Here is C2H4N2S in the gas phase from the OMol25 dataset. Energies are from ωB97M-V/def2-TZVPD.

As for the spin multiplicity: 1. Its charge is 0. As for the SMILES: C1NN2S[C@@H]12. The HOMO-LUMO gap is 0.3550 hartree.

Last column: Löwdin charge in e.
Atoms and positions in Å:
S (-0.46043, 0.17351, 2.03104)  0.836
N (-1.00644, 0.32988, -0.66007)  -0.009
N (-0.33667, 1.17061, 0.73652)  -0.387
C (0.65172, 0.06255, 0.62328)  -0.535
C (-0.02088, -0.67510, -0.56199)  -0.281
H (-0.84086, 1.15131, -1.17621)  0.059
H (-0.35277, -1.64140, -0.38393)  0.067
H (0.59384, -0.78962, -1.50909)  0.129
H (1.77249, 0.21826, 0.90045)  0.121


Energy ordering: 1 at the bottom, the next structure 114.3 kJ/mol above.


1:
Here is C2H4N2S in the gas phase from the OMol25 dataset. Energies are from ωB97M-V/def2-TZVPD.

As for the spin multiplicity: 1. Its charge is 0. As for the SMILES: C=NNC=S. The HOMO-LUMO gap is 0.3140 hartree.

Last column: Löwdin charge in e.
Atoms and positions in Å:
S (-1.28711, -0.04399, -2.53672)  0.545
N (0.51231, 0.75555, -0.16138)  -0.008
N (-0.22657, -0.37408, -0.07393)  -0.158
C (-0.93094, -0.84164, -1.11940)  -0.722
C (1.03581, 1.00828, 0.95480)  -0.031
H (-1.36528, -1.82369, -0.81748)  0.071
H (-0.24358, -0.91667, 0.83578)  0.160
H (1.68626, 1.85388, 1.09258)  0.069
H (0.81909, 0.38236, 1.82575)  0.074


2:
Here is 2 unconnected molecules or ions with the total composition C2H4N2S from the OMol25 dataset. Energies are from ωB97M-V/def2-TZVPD.

As for the spin multiplicity: 1. Its charge is 0. The HOMO-LUMO gap (spin up / spin down) is 0.2893 / 0.2980 hartree.

Last column: Löwdin charge in e.
Atoms and positions in Å:
S (-1.45079, -1.34522, -0.01447)  0.703
N (-1.36185, 1.41772, 0.15551)  0.014
N (1.49759, -0.07659, 0.07020)  0.025
C (1.45153, -1.28941, 0.03477)  -0.341
C (-0.95019, 0.18612, -0.04341)  -0.722
H (2.45208, -1.99042, 0.05944)  0.123
H (-2.44065, 1.68192, 0.06963)  0.166
H (0.41464, -1.82470, 0.25118)  -0.076
H (-0.76475, 2.22152, -0.07189)  0.107


Energy ordering: 1 at the bottom, the next structure 205.0 kJ/mol above.


1:
Here is a molecular structure, C2H4N2S from the OMol25 dataset. Energies are from ωB97M-V/def2-TZVPD.

As for the spin multiplicity: 1. Its charge is 0. The HOMO-LUMO gap is 0.3502 hartree.

Last column: Löwdin charge in e.
Atoms and positions in Å:
S (1.84361, -1.04865, -0.42867)  0.716
N (-0.38975, 0.87912, -0.33297)  0.057
N (1.45440, 0.98857, 2.54055)  0.178
C (1.15572, 0.18803, 1.77260)  -0.344
C (0.57131, -0.48158, 0.70465)  -0.566
H (-1.20790, 0.78802, 0.23380)  0.004
H (0.17793, 1.66851, -0.09139)  0.011
H (-0.11308, -1.20976, 0.81368)  0.031
H (1.06592, -1.09300, -1.59812)  -0.087


2:
Here is 2 unconnected molecules or ions with the total composition C2H4N2S from the OMol25 dataset. Energies are from ωB97M-V/def2-TZVPD.

As for the spin multiplicity: 1. Its charge is 0. As for the SMILES: C#[N+][S-].C=N. The HOMO-LUMO gap is 0.3213 hartree.

Last column: Löwdin charge in e.
Atoms and positions in Å:
S (-0.19755, 0.80314, 1.47351)  0.647
N (-0.68530, 2.07829, 0.62808)  -0.597
N (0.44383, -2.10262, 0.47200)  -0.048
C (-1.23112, 3.00392, 0.15987)  0.087
C (0.99972, -1.99768, -0.60754)  -0.240
H (1.81244, -2.80412, -0.91385)  0.088
H (-0.21673, -1.28784, 0.76700)  -0.067
H (0.78468, -1.10265, -1.34889)  0.083
H (-1.70998, 3.40955, -0.63019)  0.048


Energy ordering: 1 at the bottom, the next structure 86.8 kJ/mol above.


1:
Here is C2H4N2S in the gas phase from the OMol25 dataset. Energies are from ωB97M-V/def2-TZVPD.

As for the spin multiplicity: 1. Its charge is 0. As for the SMILES: C=NNC=S. The HOMO-LUMO gap is 0.3179 hartree.

Last column: Löwdin charge in e.
Atoms and positions in Å:
S (-1.97846, -0.67768, -0.01925)  0.629
N (1.10856, -0.01411, -0.15910)  -0.042
N (0.17377, 0.90152, 0.02989)  -0.105
C (1.10085, -1.21446, 0.07841)  -0.042
C (-1.15585, 0.75169, -0.01515)  -0.670
H (-1.73388, 1.72734, -0.18452)  0.087
H (0.10002, -1.64773, 0.00901)  -0.019
H (1.99779, -1.64541, -0.05840)  0.037
H (0.38721, 1.81884, 0.31911)  0.124


2:
Here is 2 unconnected molecules or ions with the total composition C2H4N2S from the OMol25 dataset. Energies are from ωB97M-V/def2-TZVPD.

As for the spin multiplicity: 1. Its charge is 0. As for the SMILES: C=NC#N.S. The HOMO-LUMO gap is 0.3436 hartree.

Last column: Löwdin charge in e.
Atoms and positions in Å:
S (-0.12496, -2.23947, 0.86247)  0.444
N (-1.04858, 1.79653, -1.68005)  0.018
N (-1.53134, 1.57680, -4.09670)  0.140
C (-0.58229, 2.78095, -1.01111)  0.041
C (-1.18538, 1.68123, -2.98476)  -0.352
H (0.84840, -2.98181, 1.29453)  -0.277
H (-0.14766, 3.60720, -1.51359)  0.076
H (-0.89058, 2.81832, 0.01957)  0.080
H (-0.72264, -3.03788, 1.85351)  -0.170


Energy ordering: 2 at the bottom, the next structure 55.8 kJ/mol above.


1:
Here is 2 unconnected molecules or ions with the total composition C4H5BrS from the OMol25 dataset. Energies are from ωB97M-V/def2-TZVPD.

As for the spin multiplicity: 1. Its charge is 0. The HOMO-LUMO gap (spin up / spin down) is 0.2609 / 0.2611 hartree.

Last column: Löwdin charge in e.
Atoms and positions in Å:
Br (-2.10886, 1.63209, -0.23621)  0.628
S (2.98327, 2.40435, -0.32901)  0.687
C (1.65377, 1.68436, 0.40271)  -0.802
C (0.92522, 1.00849, 1.06957)  -0.044
C (-1.33108, 0.13406, 0.81214)  -0.497
C (-1.49137, -1.22906, 0.23496)  -0.181
H (2.32219, 3.71326, -0.26412)  -0.052
H (-1.35310, -2.14270, 0.72655)  0.058
H (-1.16919, -1.30405, -0.82959)  0.096
H (-2.58798, -1.36804, 0.05198)  0.095
H (-1.46077, 0.20400, 1.84566)  0.013


2:
Here is 2 unconnected molecules or ions with the total composition C4H5BrS from the OMol25 dataset. Energies are from ωB97M-V/def2-TZVPD.

As for the spin multiplicity: 1. Its charge is 0. The HOMO-LUMO gap (spin up / spin down) is 0.2943 / 0.2839 hartree.

Last column: Löwdin charge in e.
Atoms and positions in Å:
Br (-2.40187, 1.91412, -0.28787)  0.729
S (0.37944, -1.97340, 0.45770)  0.847
C (-0.21372, -0.59244, 1.23948)  -0.512
C (1.20845, -0.46420, 0.98632)  -0.479
C (-0.37953, 0.40648, -1.73616)  -0.160
C (-1.01123, 0.86280, -0.74695)  -0.754
H (0.60259, -0.04557, -1.54033)  0.041
H (1.40987, 0.34766, 0.40843)  0.026
H (-0.59697, 0.79381, -2.78145)  0.092
H (-0.87030, -0.56345, 2.18887)  0.104
H (1.87326, -0.68582, 1.81196)  0.066


Energy ordering: 2 at the bottom, the next structure 65.1 kJ/mol above.